(1)
ORCA calculation (ωB97M-V with the def2-TZVPD basis set) on C19H41N9O9PSY as an isolated structure.

## Properties
total charge: +2
LUMO energy: -4.135 eV
gap between HOMO and LUMO: 9.48 eV
maximum force: 0.533 eV/A
molecular weight: 691.538 g/mol

Geometry as XYZ:
```
81
Properties=species:S:1:pos:R:3:lowdin_charge:R:1
Y 0.08796 -0.56739 0.08410 1.47
O -2.92878 0.65152 3.24342 0.19
C -1.98362 0.14348 2.48051 -0.47
O -1.73275 0.53300 1.35921 -0.01
C -1.27550 -1.02787 3.12106 -0.08
O -0.02000 -1.26032 2.50577 -0.20
C 1.08548 -0.62280 3.19902 -0.06
C 1.43713 0.76544 2.63752 -0.64
O 2.10399 1.49552 3.33452 0.09
O 1.01526 0.98226 1.43771 -0.17
H -3.35425 1.39689 2.78736 0.16
H -1.90493 -1.90652 2.96477 0.15
H -1.17081 -0.86750 4.19347 0.15
H 1.94386 -1.28056 3.06357 0.12
H 0.87177 -0.54610 4.26338 0.14
C 3.16048 3.10561 -2.95438 0.01
C 1.71063 2.81659 -3.02580 -0.30
N 0.85355 3.37199 -3.81627 0.15
N -0.34293 2.78879 -3.50414 0.06
C -0.25610 1.88171 -2.53522 -0.71
S -1.46687 0.96890 -1.79778 0.70
N 1.06693 1.87985 -2.23157 -0.07
N 1.58407 1.06784 -1.23299 0.07
H 3.39513 3.88664 -3.67213 0.10
H 3.74945 2.21977 -3.19677 0.09
H 3.43970 3.44735 -1.95690 0.10
H -1.18345 3.08154 -3.97543 0.17
H 1.87126 1.60926 -0.41466 0.12
H 2.35829 0.51319 -1.58371 0.12
C -4.77367 -1.21572 -0.44733 -0.05
N -4.32364 -2.60932 -0.57722 -0.30
C -5.31760 -3.51133 -1.16216 -0.08
P -2.76286 -2.99558 -0.39323 0.63
O -1.93934 -1.87793 0.14184 -0.32
N -2.69654 -4.44436 0.33616 -0.28
C -3.77404 -4.95980 1.19123 -0.06
C -1.42449 -5.14491 0.51378 -0.08
N -2.05681 -3.20427 -2.03002 -0.21
C -2.69427 -2.24357 -2.99125 -0.03
C -2.01129 -4.56241 -2.63278 -0.01
H -5.05806 -0.81164 -1.42161 0.10
H -3.98060 -0.60109 -0.02681 0.07
H -5.64091 -1.18061 0.21180 0.10
H -5.63199 -3.14697 -2.14295 0.09
H -6.19677 -3.55922 -0.51905 0.10
H -4.91985 -4.51891 -1.26972 0.08
H -4.57885 -4.23880 1.28587 0.08
H -3.37512 -5.16035 2.18612 0.10
H -4.17333 -5.89014 0.78525 0.10
H -0.64239 -4.69715 -0.09308 0.06
H -1.53784 -6.19730 0.24710 0.10
H -1.10645 -5.08916 1.55762 0.10
H -2.66954 -1.24312 -2.56490 0.02
H -3.71075 -2.55814 -3.20475 0.09
H -2.09888 -2.25953 -3.90097 0.12
H -1.50612 -5.25536 -1.97009 0.08
H -1.47101 -4.49459 -3.57442 0.11
H -3.02366 -4.90975 -2.82983 0.10
C 4.43977 -0.62399 1.99288 0.01
N 4.18561 -1.91363 1.35341 -0.05
C 5.14652 -2.97582 1.66939 -0.13
C 5.10282 -4.08690 0.64094 -0.14
C 3.65963 -4.49230 0.42060 -0.12
N 2.88742 -3.31563 0.01219 0.00
C 2.02871 -3.34294 -1.13519 -0.13
C 3.13789 -2.08525 0.54359 -0.42
O 2.36073 -1.13752 0.25082 -0.09
H 5.44491 -0.29138 1.73500 0.11
H 4.37322 -0.71680 3.07774 0.11
H 3.72016 0.11230 1.65642 0.08
H 4.92873 -3.36260 2.66899 0.14
H 6.13525 -2.51920 1.70694 0.13
H 5.68755 -4.93475 0.99452 0.13
H 5.53849 -3.74975 -0.30161 0.13
H 3.23701 -4.91367 1.33690 0.13
H 3.57346 -5.24287 -0.36246 0.13
H 2.32840 -2.63335 -1.90481 0.14
H -1.06642 -2.77498 -1.93682 0.07
H 2.03806 -4.35703 -1.53466 0.14
O 0.67992 -2.99960 -0.78825 -0.25
O 0.23214 -1.94371 -1.69559 -0.37
```



(2)
ORCA calculation (ωB97M-V with the def2-TZVPD basis set) on C19H41NO4P2SiSn as an isolated structure.

## Properties
LUMO energy: -0.128 eV
gap between HOMO and LUMO: 5.02 eV
maximum force: 5.230 eV/A
molecular weight: 556.285 g/mol

Geometry as XYZ:
```
69
Properties=species:S:1:pos:R:3:lowdin_charge:R:1
Sn -0.60232 0.68974 -1.00466 0.93
Si 2.36853 0.60686 -0.33101 0.47
P -1.02746 0.83933 -3.59102 0.73
N -1.24326 -1.20695 -0.50032 -0.17
H -0.65744 2.09883 0.20886 0.01
C -2.80729 1.07975 -3.91732 -0.25
H -2.95148 1.46726 -4.93596 0.05
H -3.22833 1.78216 -3.18839 0.03
H -3.32711 0.11851 -3.81395 0.06
C -0.24521 2.30607 -4.34598 -0.26
H -0.66681 2.46556 -5.34872 0.05
H 0.83907 2.15585 -4.42977 0.05
H -0.43270 3.19969 -3.73489 0.03
C -0.55921 -0.57044 -4.64252 -0.26
H -0.89675 -0.39735 -5.67529 0.05
H -1.02661 -1.48683 -4.25759 0.05
H 0.53039 -0.70173 -4.63560 0.05
C 2.89511 2.39733 -0.41624 -0.26
H 2.67590 2.93317 0.51533 0.01
H 2.39326 2.88872 -1.26171 0.03
H 3.98046 2.39932 -0.59744 0.03
H 3.54619 -0.24983 -0.63876 -0.04
H 1.45789 0.35107 -1.52243 -0.14
C -0.94138 -2.44296 -0.81544 -0.52
C -1.66918 -4.81188 -0.80874 -0.14
C -1.90325 -3.48215 -0.50613 -0.08
C 0.29117 -2.89896 -1.43702 -0.11
C 0.50081 -4.23231 -1.72630 -0.17
C -0.46527 -5.19803 -1.42041 -0.17
H -2.42651 -5.56033 -0.56700 0.09
H -2.83334 -3.15364 -0.03032 0.09
H 1.04785 -2.14193 -1.65527 0.07
H 1.44099 -4.53683 -2.20141 0.09
H -0.28503 -6.24897 -1.66495 0.08
C -1.72935 2.86606 -0.16948 -0.70
O -2.35810 1.92562 -0.98222 -0.39
C -2.64075 3.24620 0.97339 -0.07
H -2.23532 4.08721 1.54935 0.07
H -2.80572 2.40292 1.65538 0.06
H -3.61393 3.54950 0.55508 0.09
C -1.11028 4.05110 -0.88791 -0.09
H -1.74655 4.39583 -1.71637 0.08
H -0.10850 3.82832 -1.28938 0.04
H -0.98213 4.88197 -0.18286 0.07
C 1.75000 2.05447 4.29184 -0.08
C 2.77037 1.48492 3.34456 -0.21
O 2.36790 0.12426 2.88833 -0.25
P 1.52484 -0.15854 1.54496 0.67
O 0.03249 0.41033 1.83323 -0.35
C -1.09564 -0.28614 2.56066 -0.19
C -0.78620 -0.38766 4.02320 -0.07
O 1.41631 -1.76341 1.40976 -0.25
C 1.28959 -2.79283 2.45362 -0.23
C 2.02087 -4.01453 1.97072 -0.06
H 0.78447 2.22132 3.80370 0.07
H 2.11119 3.02023 4.65731 0.09
H 1.60315 1.40736 5.16175 0.09
H 2.90283 2.13544 2.46889 0.09
H 3.73538 1.33683 3.83731 0.13
H -1.96095 0.35285 2.35064 0.12
H -1.25923 -1.24409 2.05059 0.10
H 0.10679 -0.99968 4.20496 0.07
H -0.64869 0.60671 4.46350 0.07
H -1.63685 -0.87245 4.51453 0.09
H 1.71122 -2.39762 3.38850 0.11
H 0.21355 -2.97530 2.58291 0.12
H 3.08744 -3.79070 1.85588 0.09
H 1.90656 -4.80599 2.71573 0.09
H 1.61153 -4.35860 1.01633 0.08
```



(3)
ORCA calculation (ωB97M-V with the def2-TZVPD basis set) on C19H42AuNO3P3 as an isolated structure.

## Properties
expectation value of S²: 2.0474
total charge: +3
2S+1: 3
LUMO energy (alpha / beta): -7.763 / -11.484 eV
gap between HOMO and LUMO (alpha / beta): 7.97 / 4.24 eV
maximum force: 1.611 eV/A
molecular weight: 622.438 g/mol

Geometry as XYZ:
```
69
Properties=species:S:1:pos:R:3:mulliken_spin:R:1
Au -1.87516 -0.12148 0.61529 0.24
P -1.33693 0.20594 2.86092 0.15
P -3.70181 0.37660 -0.74836 0.38
P 1.53041 2.99827 -0.78504 -0.01
H 5.60050 -2.59127 -2.43810 0.00
C 5.84284 -1.68800 -1.86530 -0.01
C 6.09126 -1.71615 -0.55617 0.02
H 6.08906 -2.65141 0.01384 0.00
C -0.95636 -1.45458 3.47637 0.02
C -2.78188 0.80231 3.77829 0.00
C 0.02475 1.22938 3.47260 0.02
C -3.32438 0.25617 -2.51444 0.02
C -5.06956 -0.78685 -0.47219 0.02
C -4.38521 2.03058 -0.45856 0.01
C 2.87719 4.18707 -0.68299 0.01
C 0.14313 3.37790 0.28047 -0.01
C 0.97859 2.72005 -2.47078 0.01
H 6.06120 -0.78285 -2.44873 0.00
H 6.49787 -0.82665 -0.05693 0.00
H 0.03421 -1.72122 3.08184 -0.01
H -1.69573 -2.16151 3.08348 0.00
H -0.95197 -1.47422 4.57486 0.01
H -3.68719 0.33978 3.36758 0.00
H -2.85474 1.89189 3.65224 0.00
H -2.69713 0.56623 4.84855 0.00
H 0.95872 0.89945 2.99255 0.00
H 0.11932 1.12447 4.56311 0.01
H -0.15919 2.28607 3.24616 0.00
H -4.20032 0.53810 -3.11678 0.02
H -3.03193 -0.77948 -2.73825 0.00
H -2.48557 0.92518 -2.75130 0.00
H -6.03480 -0.31554 -0.70824 0.01
H -5.06316 -1.10865 0.57595 0.00
H -4.92807 -1.66804 -1.11068 0.00
H -4.92687 2.39233 -1.34393 0.01
H -3.56430 2.72383 -0.22899 0.00
H -5.07322 2.00162 0.39695 0.00
H 2.48892 5.21644 -0.68853 0.00
H 3.58225 4.06031 -1.51210 0.00
H 3.40242 4.01719 0.25937 0.00
H 0.27152 4.38716 0.69173 0.00
H 0.09940 2.65705 1.11254 0.01
H -0.80801 3.32921 -0.26835 0.00
H 1.28507 3.55646 -3.11663 0.00
H -0.11669 2.64213 -2.51452 0.00
H 1.41795 1.80153 -2.86898 0.00
C 2.31862 -0.55642 0.41447 0.13
C 1.89669 -1.13710 -0.84365 0.13
C 2.49689 -0.71483 -2.00841 -0.05
C 3.57923 0.17931 -1.97150 0.31
C 4.15407 0.56938 -0.73448 -0.04
C 3.63763 0.07830 0.42934 0.16
O 1.60607 -0.45029 1.44538 0.32
H 2.11087 1.83746 -0.19503 0.00
H 0.98125 -1.72171 -0.87625 0.05
H 2.14981 -1.06799 -2.98279 0.00
H 4.03963 0.53521 -2.89879 -0.02
H 5.07369 1.16442 -0.70622 0.00
H 4.02256 0.33371 1.42243 -0.01
N -2.18358 -5.26233 -0.02101 0.00
C -1.21391 -4.33254 -0.68285 0.01
C -1.75247 -2.96919 -0.28031 -0.02
O -2.64793 -2.96852 0.60467 0.00
O -1.27378 -1.95792 -0.87624 0.09
H -2.70209 -4.62748 0.65227 0.00
H -1.69692 -6.03954 0.42035 0.00
H -2.83863 -5.63282 -0.71574 0.00
H -0.20750 -4.51849 -0.31169 0.00
H -1.23661 -4.43341 -1.76373 0.00
```